No. 1
15
Properties=species:S:1:pos:R:3:lowdin_charge:R:1 method="wB97M-V/def2-TZVPD" largest_force_ev_per_a=4.76 e_tot_ev=-26556.091 gap_ha="0.2497 / 0.2497" homo_energy_ha="-0.3121 / -0.3121" relative_energy_kcal_mol=83.1
C 0.6012 1.9757 -0.4798 -0.204
C -0.6446 0.0777 -1.0705 -0.171
C -0.1440 -1.2919 1.7693 -0.438
N 0.0652 0.7736 -0.0576 -0.505
P 0.7889 0.0700 1.2694 1.086
Cl 0.3561 -3.0399 -0.5993 -0.203
H 1.5822 1.8192 -1.1577 0.140
H -0.1280 2.4647 -1.1132 0.084
H 0.9688 2.5784 0.3216 0.053
H -1.2249 -0.6916 -0.6009 0.029
H -1.4515 0.6802 -1.6602 0.128
H 0.0874 -0.4557 -1.7600 0.089
H 0.3222 -1.6216 2.7045 0.036
H 0.0489 -2.0146 0.8413 -0.188
H -1.2278 -1.3242 1.5930 0.065

No. 2
16
Properties=species:S:1:pos:R:3:lowdin_charge:R:1 method="wB97M-V/def2-TZVPD" largest_force_ev_per_a=4.28 e_tot_ev=-37390.708 gap_ha="0.3141 / 0.1711" homo_energy_ha="-0.3119 / -0.2394" relative_energy_kcal_mol=92.7
C -1.6897 2.5761 0.4607 -0.200
C 0.7988 -1.9463 0.8809 -0.129
C -0.5618 1.5650 0.4172 -0.537
N 0.4149 -0.7140 1.2646 -0.270
P -1.1152 -0.1410 0.5366 0.519
S 3.5626 -1.1093 -1.1406 0.153
Cl -1.0286 -0.6809 -1.3686 0.299
H -2.1407 2.6529 1.4815 0.080
H -1.2835 3.5440 0.0920 0.077
H -2.4984 2.3599 -0.2670 0.069
H 1.6776 -2.2758 1.4623 0.064
H 0.4026 -2.5042 0.0375 0.035
H 2.2304 -1.0259 -1.1347 -0.436
H 0.2606 1.7420 1.2884 0.127
H -0.0142 1.5952 -0.5815 0.073
H 0.7140 -0.3007 2.1030 0.075

No. 3
16
Properties=species:S:1:pos:R:3:lowdin_charge:R:1 method="wB97M-V/def2-TZVPD" total_charge=+1 largest_force_ev_per_a=2.73 e_tot_ev=-47013.569 gap_ha="0.3092 / 0.2371" s_squared=8.762 homo_energy_ha="-0.4319 / -0.5634" spin_multiplicity=6 relative_energy_kcal_mol=9.5
Co -0.8257 -0.3540 -1.8272 0.979
O 0.7659 -1.0374 -1.0951 -0.234
H 0.8561 -2.3634 -0.6440 -0.009
C -1.8683 1.7597 0.1969 -0.051
O -0.7995 0.9901 -0.3278 -0.396
C 0.1664 0.5832 0.6452 -0.164
C 1.2865 -0.1340 -0.0921 -0.153
H -2.5684 1.9578 -0.6221 0.103
H -2.3843 1.2078 0.9968 0.115
H -1.4829 2.7094 0.5946 0.116
H -0.3313 -0.0890 1.3639 0.153
H 0.5409 1.4708 1.1786 0.155
H 1.9685 -0.5670 0.6613 0.162
H 1.8940 0.6310 -0.6152 0.165
O 1.0119 -3.1630 -0.0102 -0.007
H 1.7701 -3.6019 -0.4035 0.065

No. 4
17
Properties=species:S:1:pos:R:3:lowdin_charge:R:1 method="wB97M-V/def2-TZVPD" total_charge=+1 largest_force_ev_per_a=5.55 e_tot_ev=-28566.722 gap_ha="0.1962 / 0.2999" homo_energy_ha="-0.4387 / -0.5037" relative_energy_kcal_mol=100.8
C 0.7041 3.2553 0.3222 0.081
C -0.9869 -1.2486 -1.6333 -0.217
C -1.7274 -1.5477 1.5443 -0.195
F 2.0161 1.0137 -0.9138 -0.322
F 1.9242 -0.0770 1.1223 -0.333
F 2.8443 -1.2323 -0.7822 -0.290
Si -0.9290 -0.5340 0.1034 1.102
P 3.0936 0.1937 0.0113 0.950
H 0.9925 3.5948 -0.7280 0.028
H -0.4101 3.2639 0.3517 -0.005
H 1.3639 3.0719 1.0754 -0.055
H -0.7605 -2.2801 -1.5576 0.024
H -2.1727 -1.1992 -1.6611 0.098
H -0.5245 -0.7241 -2.4523 0.036
H -0.8710 -2.0751 1.7582 -0.014
H -2.2347 -1.0876 2.3631 0.036
H -2.3220 -2.3873 1.0763 0.074

No. 5
54
Properties=species:S:1:pos:R:3:lowdin_charge:R:1 method="wB97M-V/def2-TZVPD" total_charge=-2 largest_force_ev_per_a=11.35 e_tot_ev=-184199.414 gap_ha="0.3006 / 0.0962" s_squared=0.764 homo_energy_ha="-0.1826 / -0.1826" spin_multiplicity=2
K -0.8354 1.0066 -0.0729 0.813
N 0.0555 0.6363 4.9188 -0.092
S 0.3562 -0.3092 3.8211 0.483
O -0.3232 -0.1666 2.5437 -0.206
O 0.8340 -1.6547 4.2260 -0.111
F 1.8097 0.3025 3.5467 -0.157
S -1.6412 0.3847 4.8687 0.706
O -2.2117 -0.8835 4.3411 -0.240
O -2.2714 1.6647 4.4945 -0.212
F -1.8709 0.3586 6.5156 -0.202
N -1.4729 3.6698 0.0061 -0.311
S -0.1024 4.3264 0.8122 0.563
O 0.4680 3.5191 1.9059 -0.311
O 0.1775 5.7354 0.6384 -0.249
F 0.8237 3.7292 -0.3391 -0.228
S -2.3957 4.5050 0.9006 0.474
O -2.5073 5.8623 0.3441 -0.308
O -2.5068 4.2904 2.3994 -0.334
F -3.7755 3.7692 0.4514 -0.228
N -0.3836 3.1549 -4.0934 -0.249
S 0.7058 1.8958 -3.7505 0.584
O 0.7606 1.4924 -2.3699 -0.351
O 1.9025 1.7566 -4.5473 -0.281
F -0.2262 0.6884 -4.3530 -0.223
S 0.5950 4.2675 -3.9860 0.399
O 1.0418 4.7887 -5.2656 -0.317
O 1.4550 4.4849 -2.8229 -0.300
F -0.5511 5.3368 -3.6360 -0.222
N -4.0734 -3.5143 -1.2084 -0.264
S -3.4610 -2.4411 -0.0601 0.614
O -2.6469 -1.3279 -0.4911 -0.328
O -3.3281 -3.0255 1.3064 -0.301
F -4.8331 -1.6180 0.0333 -0.209
S -2.7942 -3.7657 -1.9126 0.399
O -1.6865 -4.4066 -1.1596 -0.328
O -2.3776 -2.6955 -2.8418 -0.320
F -3.1803 -4.9325 -2.8654 -0.174
C 0.7025 -2.5277 -2.1488 -0.124
O 1.6151 -2.9676 -1.1950 -0.213
P 2.0236 -2.1163 0.1576 0.512
O 1.2719 -0.8438 0.2436 -0.279
O 1.8557 -3.0889 1.4422 -0.189
C 2.4577 -4.3351 1.3389 -0.151
O 3.6035 -1.8957 -0.0199 -0.224
C 4.2922 -0.6817 0.2381 -0.081
H 0.2419 -3.3077 -2.7550 0.087
H 1.2384 -1.7526 -2.6966 0.095
H -0.1672 -1.9808 -1.7845 0.063
H 3.5391 -4.2669 1.4581 0.085
H 2.2538 -4.8872 0.4215 0.090
H 2.1316 -5.0353 2.1080 0.089
H 5.1838 -0.9860 0.7863 0.085
H 3.6651 -0.0010 0.8140 0.084
H 4.5624 -0.2108 -0.7071 0.095

No. 6
15
Properties=species:S:1:pos:R:3:lowdin_charge:R:1 method="wB97M-V/def2-TZVPD" largest_force_ev_per_a=3.36 e_tot_ev=-8954.046 gap_ha=0.3767 homo_energy_ha=-0.3376 relative_energy_kcal_mol=10.5
N 2.0369 0.1807 -0.3009 -0.020
C 0.9560 -0.5558 0.2764 -0.247
C -0.4415 0.1002 -0.2115 -0.420
N -0.4041 1.4156 0.3559 0.041
C -1.6924 -0.6090 0.1726 -0.204
F -2.7563 0.1628 -0.2694 -0.040
H 2.7527 0.4069 0.4207 0.094
H 2.4309 -0.2729 -1.1337 0.083
H 0.9920 -1.6164 -0.0591 0.110
H 0.8610 -0.5504 1.3584 0.110
H -0.4513 0.0954 -1.2951 0.129
H 0.3341 1.7940 -0.1879 0.046
H -1.2240 1.8896 -0.0048 0.074
H -1.7589 -0.8559 1.2229 0.119
H -1.6350 -1.5848 -0.3445 0.124